[1]
Density functional theory data (the ωB97M-V functional and the def2-TZVPD basis) for 2 unconnected molecules or ions with the total composition C7H10NS2.

* gap between HOMO and LUMO (alpha / beta): 7.781 / 7.782 eV
* LUMO level (alpha / beta): -4.1 / -4.1 eV
* HOMO energy (alpha / beta): -0.4364 / -0.4365 hartree

ORCA input file:
```
! RIJCOSX wB97M-V def2-TZVPD def2/J DEFGRID3
* xyz 1 1
C 2.79809 0.66649 -0.77159
C 2.05346 0.38055 0.35434
C 2.28853 0.07523 -1.95587
C 1.00203 -0.46872 0.07406
C -1.77791 0.36423 -0.11925
C -2.80056 -0.46021 -0.50500
C -0.08630 -0.92668 0.92941
N -0.25641 -0.51867 2.14589
S -1.60256 2.01269 -0.35966
S 0.89807 -0.81226 -1.61696
H 3.62241 1.50325 -0.98618
H 2.19031 0.85011 1.27128
H 2.70251 0.04960 -2.91885
H -3.10309 -1.07742 0.37715
H -3.73291 -0.00661 -0.91503
H -2.30378 -1.24686 -1.07611
H -0.62369 -1.88292 0.66729
H -0.36420 2.15712 0.02304
H 0.15919 0.19518 2.58326
H -1.06320 -0.85408 2.79877
*
```

Atomic partial charges in e from the Löwdin method, atoms 1 to 6:
1. C -0.152
2. C -0.123
3. C -0.362
4. C -0.530
5. C -0.578
6. C -0.195

***

[2]
Density functional theory data (the ωB97M-V functional and the def2-TZVPD basis) for 4 unconnected molecules or ions with the total composition C7H10O.

* gap between HOMO and LUMO: 10.015 eV
* LUMO level: 0.7 eV
* HOMO energy: -0.3429 hartree

ORCA input file:
```
! RIJCOSX wB97M-V def2-TZVPD def2/J DEFGRID3
* xyz 0 1
C -1.19202 -1.25249 -0.05256
C -0.78271 -0.80699 1.16261
C -0.85697 0.70722 1.34441
C -0.71521 1.34839 0.22879
C -0.98336 0.88585 -1.10522
C -1.48146 -0.39892 -1.17017
C 2.87852 0.31140 -0.14014
H -1.50220 -2.24620 -0.24775
H -0.51798 -1.53239 2.11119
H -0.94350 1.35241 2.30829
H -0.43181 2.31128 0.53425
H -0.96623 1.66450 -1.80426
H -1.70253 -0.74161 -2.31916
H 0.94197 -0.31270 -0.34685
H 3.93988 -0.43406 0.55857
H 3.31554 1.11069 -1.30335
H 2.27310 0.91936 0.70938
O 1.79913 -0.85725 -0.22584
*
```

Atomic partial charges in e from the Löwdin method, atoms 1 to 6:
1. C -0.153
2. C -0.070
3. C -0.096
4. C -0.190
5. C -0.089
6. C -0.087

***

[3]
Density functional theory data (the ωB97M-V functional and the def2-TZVPD basis) for a molecular structure, C7H10O.

* gap between HOMO and LUMO: 10.090 eV
* LUMO level: 0.9 eV
* HOMO energy: -0.3392 hartree

ORCA input file:
```
! RIJCOSX wB97M-V def2-TZVPD def2/J DEFGRID3
* xyz 0 1
C -0.67374 -1.08912 -0.19347
C -1.23450 0.29347 0.00478
C -0.66341 0.03432 1.46682
C 0.44850 -0.63305 0.86493
C 1.18499 0.62017 0.11680
C 1.02551 0.90849 -1.41399
C -0.03939 1.24858 -0.47514
H 0.02623 -2.59585 -1.18779
H -1.38335 -1.86258 0.22499
H -2.46842 0.53912 0.21992
H -0.33331 0.76090 2.17359
H -1.39711 -0.57660 1.96158
H 1.33162 -1.31847 1.27770
H 2.03465 1.12871 0.56940
H 0.89838 0.12642 -2.13401
H 1.48304 1.78529 -1.63346
H -0.22838 2.26231 -0.42559
O -0.01132 -1.63209 -1.41707
*
```

Atomic partial charges in e from the Löwdin method, atoms 1 to 6:
1. C -0.266
2. C -0.108
3. C -0.198
4. C -0.193
5. C -0.119
6. C -0.051

***

[4]
Density functional theory data (the ωB97M-V functional and the def2-TZVPD basis) for a molecular structure, C7H10O.

* gap between HOMO and LUMO: 9.132 eV
* LUMO level: 0.7 eV
* HOMO energy: -0.3107 hartree

ORCA input file:
```
! RIJCOSX wB97M-V def2-TZVPD def2/J DEFGRID3
* xyz 0 1
C -0.33160 -1.87962 -0.76344
C 0.35914 -0.79845 0.09820
C -0.00834 0.43529 -0.11870
C -1.29707 1.08105 -0.73220
C 0.78136 1.25176 0.78754
C 1.48437 0.31498 1.52766
C 1.32556 -1.00483 1.25698
H -0.07521 -3.00559 0.02777
H 0.23079 -1.76751 -2.08587
H -1.53121 -1.36145 -0.75730
H -1.28517 2.23568 -0.94149
H -2.18761 1.01872 -0.21796
H -0.78588 0.54640 -2.46492
H 1.00109 2.53098 0.75318
H -0.02693 1.34782 1.61389
H 2.25065 0.41889 2.16985
H 1.63460 -1.87321 1.90780
O -1.53853 0.50907 -2.06100
*
```

Atomic partial charges in e from the Löwdin method, atoms 1 to 6:
1. C -0.084
2. C -0.354
3. C -0.255
4. C -0.130
5. C -0.183
6. C -0.197

***

[5]
Density functional theory data (the ωB97M-V functional and the def2-TZVPD basis) for 2 unconnected molecules or ions with the total composition C7H10O.

* gap between HOMO and LUMO: 9.141 eV
* SMILES string: C=C=C=CC.CC=O
* LUMO level: 0.2 eV
* HOMO energy: -0.3268 hartree

ORCA input file:
```
! RIJCOSX wB97M-V def2-TZVPD def2/J DEFGRID3
* xyz 0 1
C 1.78295 1.84314 -0.81230
C 1.62614 0.63741 -0.31492
C 1.76211 -0.51153 0.17427
C 1.65814 -1.70202 0.67604
C 0.46035 -2.41880 0.23985
H 1.02083 2.33625 -1.32024
H 2.79731 2.34082 -0.53340
H 2.43962 -2.17125 1.26297
H 0.30398 -2.06341 -0.71911
H -0.45207 -2.07891 0.75406
H 0.56819 -3.57877 0.40744
C -2.14748 1.23071 0.66520
C -1.82900 0.70068 -0.73239
O -2.61230 0.87956 -1.60562
H -3.05342 1.82849 0.42365
H -1.32143 1.95202 0.94636
H -2.31849 0.42662 1.36828
H -0.68544 0.34899 -0.88013
*
```

Atomic partial charges in e from the Löwdin method, atoms 1 to 6:
1. C 0.011
2. C -0.150
3. C -0.078
4. C -0.150
5. C -0.112
6. H 0.024

***

[6]
Density functional theory data (the ωB97M-V functional and the def2-TZVPD basis) for a single C7H10O molecule.

* gap between HOMO and LUMO: 9.227 eV
* SMILES string: O[C@H]1[C@H]2C[C@H]3C[C@H]3[C@@H]12
* LUMO level: 0.7 eV
* HOMO energy: -0.3115 hartree

ORCA input file:
```
! RIJCOSX wB97M-V def2-TZVPD def2/J DEFGRID3
* xyz 0 1
O -0.10053 -0.89650 -1.48088
C -0.96216 0.31646 -1.19488
C -1.40687 0.33286 0.17166
C -0.69450 -1.08418 0.65946
C 0.75584 -0.60845 1.07169
C 1.65245 -0.14817 0.01606
C 0.72678 0.93402 0.67031
C -0.48957 1.34872 -0.03597
H 0.65286 -0.73906 -2.26413
H -1.49494 0.95948 -2.07134
H -2.33593 0.21904 0.67219
H -1.15453 -1.44318 1.64567
H -0.80344 -1.82481 -0.15848
H 0.93393 -0.82556 2.16353
H 2.91715 -0.19342 -0.02668
H 1.58886 -0.54773 -1.07575
H 1.06747 1.80665 1.30316
H -0.85289 2.39382 -0.06562
*
```

Atomic partial charges in e from the Löwdin method, atoms 1 to 6:
1. O -0.227
2. C -0.156
3. C -0.257
4. C -0.073
5. C -0.196
6. C -0.137

***

[7]
Density functional theory data (the ωB97M-V functional and the def2-TZVPD basis) for 2 unconnected molecules or ions with the total composition C7H10O.

* gap between HOMO and LUMO: 9.689 eV
* SMILES string: Cc1ccccc1.O
* LUMO level: 0.8 eV
* HOMO energy: -0.3268 hartree

ORCA input file:
```
! RIJCOSX wB97M-V def2-TZVPD def2/J DEFGRID3
* xyz 0 1
C -2.00314 -2.23208 1.02502
C -0.96379 -1.38965 0.24021
C 0.09654 -0.69385 0.96241
C 1.05692 0.15834 0.25804
C 0.79527 0.37170 -1.11603
C -0.10771 -0.37429 -1.82414
C -1.05412 -1.20291 -1.17484
H -2.32195 -3.08387 0.40098
H -2.86961 -1.56816 1.18329
H -1.67192 -2.61765 2.00392
H 0.10753 -0.76800 2.05785
H 1.87438 0.66004 0.79251
H 1.36016 1.02833 -1.79082
H -0.23392 -0.19024 -2.89922
H -1.79685 -1.75949 -1.76149
O 2.45502 4.41082 0.19325
H 2.76326 5.32214 0.40001
H 2.51398 3.92887 1.04911
*
```

Atomic partial charges in e from the Löwdin method, atoms 1 to 6:
1. C -0.068
2. C -0.253
3. C -0.033
4. C -0.062
5. C -0.130
6. C -0.120

***

[8]
Density functional theory data (the ωB97M-V functional and the def2-TZVPD basis) for a molecular structure, C7H10O2.

* gap between HOMO and LUMO: 10.175 eV
* LUMO level: 0.8 eV
* HOMO energy: -0.3430 hartree

ORCA input file:
```
! RIJCOSX wB97M-V def2-TZVPD def2/J DEFGRID3
* xyz 0 1
C -1.80625 -0.15163 0.64261
C -0.54141 0.07420 -0.23339
C 0.54843 1.74513 -0.43424
C 0.66689 0.55512 0.51898
C 1.85839 -0.44577 0.38751
C 1.24063 -1.45505 -0.55451
C -0.08745 -1.25429 -0.75878
H -3.12996 0.14136 -0.85130
H -2.06407 0.72558 1.18836
H -1.63376 -0.94587 1.49740
H 1.41473 1.72084 -1.17906
H 0.66585 2.81274 0.07989
H 0.77581 1.00375 1.52386
H 1.85302 -1.12968 1.43159
H 2.84361 0.10810 0.25154
H 1.78167 -2.28355 -0.95753
H -0.63254 -1.93153 -1.55415
O -3.03671 -0.52356 -0.08258
O -0.71690 1.23411 -0.91619
*
```

Atomic partial charges in e from the Löwdin method, atoms 1 to 6:
1. C -0.148
2. C -0.523
3. C -0.113
4. C -0.246
5. C -0.131
6. C -0.088

***

[9]
Density functional theory data (the ωB97M-V functional and the def2-TZVPD basis) for 2 unconnected molecules or ions with the total composition C7H10O2.

* gap between HOMO and LUMO: 9.632 eV
* SMILES string: C=C=C1CO1.CCC=O
* LUMO level: 0.7 eV
* HOMO energy: -0.3271 hartree

ORCA input file:
```
! RIJCOSX wB97M-V def2-TZVPD def2/J DEFGRID3
* xyz 0 1
C -2.32727 -0.89316 -0.03272
C -1.97926 0.28904 0.42130
C -1.34018 1.28543 0.95840
C -1.20453 2.58091 1.64496
O -0.33781 2.18052 0.56171
H -2.31025 -1.82337 0.55554
H -2.68222 -1.10437 -1.04569
H -1.90811 3.33559 1.58538
H -0.54818 2.54317 2.52631
C 2.05383 -1.50989 -0.01051
C 1.65528 -0.26569 -0.78318
C 0.49389 -0.65501 -1.61012
O -0.01926 -1.71328 -1.95077
H 3.09158 -1.33287 0.49557
H 1.97949 -2.33085 -0.61475
H 1.34020 -1.57350 0.83770
H 2.49507 -0.06339 -1.50188
H 1.61232 0.78181 -0.26324
H -0.06459 0.26893 -1.77402
*
```

Atomic partial charges in e from the Löwdin method, atoms 1 to 6:
1. C 0.007
2. C -0.031
3. C -0.237
4. C -0.050
5. O -0.030
6. H 0.076

***

[10]
Density functional theory data (the ωB97M-V functional and the def2-TZVPD basis) for a single C7H10O2 molecule.

* gap between HOMO and LUMO (alpha / beta): 7.139 / 8.002 eV
* LUMO level (alpha / beta): 0.3 / 0.6 eV
* HOMO energy (alpha / beta): -0.2513 / -0.2734 hartree

ORCA input file:
```
! RIJCOSX wB97M-V def2-TZVPD def2/J DEFGRID3
* xyz 0 1
C -2.26411 0.39610 -0.16973
C -3.40020 -0.27343 -0.13567
C 2.67925 2.01434 0.20433
C 2.42684 0.96505 -0.54065
C -0.93873 -0.20671 -0.59178
C 0.04642 -0.46669 0.59070
C 1.39315 -1.02393 0.19614
O 1.47913 -2.37284 0.03245
O 2.38318 -0.32267 -0.21984
H -4.32393 0.18726 0.17038
H -3.45880 -1.30994 -0.42857
H 2.74715 2.99025 -0.24317
H 2.86214 1.96771 1.27685
H -2.22437 1.43449 0.13307
H -1.11840 -1.15452 -1.10093
H -0.45216 0.47877 -1.29050
H 0.21430 0.47817 1.11270
H -0.41748 -1.17673 1.27596
H 2.36662 -2.60469 -0.27175
*
```

Atomic partial charges in e from the Löwdin method, atoms 1 to 6:
1. C -0.185
2. C 0.001
3. C -0.055
4. C -0.207
5. C -0.180
6. C -0.085

***

[11]
Density functional theory data (the ωB97M-V functional and the def2-TZVPD basis) for a molecular structure, C7H10O3P.

* gap between HOMO and LUMO: 8.155 eV
* LUMO level: 3.4 eV
* HOMO energy: -0.1743 hartree

ORCA input file:
```
! RIJCOSX wB97M-V def2-TZVPD def2/J DEFGRID3
* xyz -1 1
C 0.71195 -0.00969 -2.37628
C -0.05488 0.14986 -1.45528
C -1.88503 1.46823 -0.17247
C 1.48400 -0.47597 -3.52832
C -0.97499 0.11984 2.75810
C 1.07964 -1.12228 1.16481
C -0.88232 0.29212 -0.31521
O -1.70842 1.91809 0.99559
O -2.69857 1.78404 -0.99397
O 1.05137 1.65676 1.34600
P 0.06538 0.53253 1.26368
H 2.57804 -0.75589 -3.03162
H 1.06292 -1.34016 -4.05558
H 1.52356 0.37614 -4.16323
H -1.45565 1.00070 3.29360
H -1.82616 -0.55273 2.51884
H -0.35314 -0.43110 3.48183
H 1.80845 -0.77665 1.82495
H 0.53869 -1.92855 1.54078
H 1.45874 -1.31081 0.17677
H -1.52358 -0.59448 -0.27297
*
```

Atomic partial charges in e from the Löwdin method, atoms 1 to 6:
1. C -0.101
2. C -0.067
3. C -0.731
4. C -0.133
5. C -0.192
6. C -0.161

***

[12]
Density functional theory data (the ωB97M-V functional and the def2-TZVPD basis) for a single C7H10OS molecule.

* gap between HOMO and LUMO: 9.309 eV
* SMILES string: CC[C@H]1SC(C)=CC1=O
* LUMO level: 0.7 eV
* HOMO energy: -0.3150 hartree

ORCA input file:
```
! RIJCOSX wB97M-V def2-TZVPD def2/J DEFGRID3
* xyz 0 1
C -1.97680 1.87249 1.38992
C -1.35803 0.57139 1.04274
C -0.73839 0.44087 -0.36580
S 0.99720 0.90474 -0.23223
C 1.51589 -0.63195 -0.68745
C 2.98947 -0.93774 -0.97948
C 0.58704 -1.61757 -0.85648
C -0.71856 -1.03215 -0.71451
O -1.67219 -1.76565 -0.86389
H -1.23017 2.49199 1.92538
H -2.34029 2.32563 0.51117
H -2.71207 1.77700 2.20002
H -0.63156 0.17038 1.86534
H -2.20971 -0.04701 1.07689
H -1.20825 1.14177 -1.04051
H 3.28036 -0.40003 -1.76770
H 3.53062 -0.60623 -0.09198
H 3.11943 -2.02251 -1.22847
H 0.77603 -2.63541 -1.18294
*
```

Atomic partial charges in e from the Löwdin method, atoms 1 to 6:
1. C -0.116
2. C -0.300
3. C -0.448
4. S 1.028
5. C -0.593
6. C -0.066